{"formula": "C6H10N3", "method": "ωB97M-V/def2-TZVPD", "e_above_lowest_kcal_mol": 74.4, "smiles": "CN(C=[NH2+])/C=C\\C#CN", "total_charge": 1, "homo_lumo_gap_ev": 8.2, "lumo_ha": -0.1196, "elements": ["C", "C", "C", "C", "C", "C", "N", "N", "N", "H", "H", "H", "H", "H", "H", "H", "H", "H", "H"], "xyz": [[-1.141, -1.774, 0.195], [-2.089, -0.827, -0.117], [0.162, -1.644, 0.373], [-2.961, -0.018, -0.283], [0.558, 0.784, 0.669], [1.961, -0.521, -0.803], [0.827, -0.395, 0.160], [-3.961, 0.760, -0.227], [1.182, 1.826, 0.169], [-1.420, -2.773, 0.333], [-0.111, 0.911, 1.559], [0.809, -2.471, 0.480], [2.776, 0.270, -0.408], [2.226, -1.641, -0.679], [1.587, -0.475, -1.797], [-3.653, 1.771, -0.235], [-4.947, 0.577, -0.335], [0.852, 2.757, 0.538], [1.557, 1.839, -0.756]], "nbo_charge": [-0.189, -0.195, -0.096, 0.280, 0.379, -0.444, -0.338, -0.796, -0.747, 0.252, 0.251, 0.221, 0.236, 0.249, 0.234, 0.407, 0.435, 0.434, 0.427]}

=====

{"formula": "BrH3N2O2S", "method": "ωB97M-V/def2-TZVPD", "spin_multiplicity": 3, "total_charge": 0, "homo_lumo_gap_ev": [9.1, 8.1], "lumo_ha": [0.0018, -0.0855], "elements": ["N", "N", "O", "O", "S", "Br", "H", "H", "H"], "xyz": [[-1.437, -0.030, 0.321], [1.279, 1.333, -0.164], [-0.139, -1.803, 1.603], [-0.115, -1.992, -0.837], [-0.109, -1.190, 0.320], [1.059, 1.359, -1.935], [-1.148, 0.596, 1.062], [-1.659, 0.550, -0.578], [2.269, 1.178, 0.207]], "lowdin_spin": [0.206, 0.800, 0.201, 0.193, 0.369, 0.210, 0.004, 0.003, 0.013]}

=====

{"formula": "C29H20F5INOPRuS2Te", "method": "ωB97M-V/def2-TZVPD", "e_above_lowest_kcal_mol": 0.0, "total_charge": 2, "homo_lumo_gap_ev": [4.8, 4.8], "lumo_ha": [-0.3378, -0.3366], "elements": ["Ru", "I", "C", "C", "C", "C", "C", "C", "C", "C", "C", "P", "C", "C", "C", "C", "C", "C", "C", "C", "C", "C", "C", "C", "C", "H", "H", "H", "H", "H", "H", "H", "H", "H", "H", "H", "H", "H", "H", "H", "H", "S", "C", "N", "C", "C", "C", "C", "C", "C", "S", "H", "H", "H", "H", "F", "Te", "F", "F", "F", "F", "O"], "xyz": [[0.675, 0.978, -0.122], [0.515, 1.264, 2.425], [2.230, 0.524, 3.345], [1.967, 0.423, 4.693], [2.973, 0.065, 5.599], [4.226, -0.141, 5.117], [4.510, -0.045, 3.734], [5.847, -0.274, 3.336], [6.212, -0.215, 2.028], [5.223, 0.047, 1.075], [3.898, 0.273, 1.398], [2.930, 0.341, -0.135], [2.887, -1.366, -0.732], [3.025, -2.395, 0.208], [2.894, -3.720, -0.173], [2.636, -4.042, -1.498], [2.496, -3.032, -2.438], [2.608, -1.701, -2.064], [3.833, 1.479, -1.197], [4.429, 1.108, -2.402], [5.059, 2.068, -3.183], [5.097, 3.390, -2.766], [4.513, 3.760, -1.560], [3.880, 2.810, -0.779], [3.496, 0.269, 2.769], [0.980, 0.630, 5.085], [2.750, -0.018, 6.653], [5.041, -0.387, 5.785], [6.576, -0.496, 4.105], [7.234, -0.381, 1.718], [5.520, 0.056, 0.032], [3.248, -2.170, 1.243], [3.006, -4.503, 0.565], [2.550, -5.078, -1.798], [2.300, -3.278, -3.473], [2.469, -0.935, -2.808], [4.441, 0.077, -2.725], [5.525, 1.775, -4.114], [5.588, 4.134, -3.378], [4.552, 4.789, -1.231], [3.425, 3.109, 0.160], [-0.293, -0.947, -0.415], [-1.789, -0.083, -0.264], [-1.524, 1.189, -0.154], [-2.663, 1.970, -0.110], [-2.716, 3.357, -0.012], [-3.968, 3.933, 0.025], [-5.130, 3.147, -0.042], [-5.088, 1.770, -0.148], [-3.828, 1.180, -0.185], [-3.446, -0.522, -0.333], [-1.804, 3.937, 0.018], [-4.073, 5.006, 0.098], [-6.090, 3.644, -0.014], [-5.991, 1.180, -0.205], [0.798, 2.831, -0.951], [0.570, 2.308, -3.141], [1.801, 1.956, -4.461], [-0.949, 3.240, -2.670], [1.430, 3.923, -3.134], [-0.601, 1.597, -4.367], [0.894, 0.781, -2.163]], "nbo_charge": [0.441, 0.623, -0.071, -0.235, -0.198, -0.145, 0.034, -0.140, -0.192, -0.137, -0.381, 1.253, -0.339, -0.214, -0.196, -0.161, -0.187, -0.229, -0.449, -0.203, -0.181, -0.162, -0.210, -0.131, -0.156, 0.234, 0.252, 0.240, 0.240, 0.248, 0.234, 0.225, 0.239, 0.242, 0.239, 0.236, 0.232, 0.240, 0.241, 0.239, 0.211, 0.572, -0.197, -0.516, 0.181, -0.220, -0.171, -0.150, -0.193, -0.219, 0.563, 0.246, 0.246, 0.247, 0.250, -0.606, 3.414, -0.571, -0.566, -0.541, -0.568, -1.028]}

=====

{"formula": "C22H33N3O4", "method": "ωB97M-V/def2-TZVPD", "e_above_lowest_kcal_mol": 130.1, "smiles": "c1cc[nH]c1.c1cc[nH]c1.c1cc[nH]c1.O=C1CCCO1.CC(C)=O.CC(C)=O", "total_charge": 0, "homo_lumo_gap_ev": 7.5, "lumo_ha": 0.0067, "elements": ["O", "C", "O", "C", "C", "C", "H", "H", "H", "H", "H", "H", "N", "C", "C", "C", "C", "H", "H", "H", "H", "H", "N", "C", "C", "C", "C", "H", "H", "H", "H", "H", "N", "C", "C", "C", "C", "H", "H", "H", "H", "H", "C", "C", "O", "C", "H", "H", "H", "H", "H", "H", "C", "C", "O", "C", "H", "H", "H", "H", "H", "H"], "xyz": [[-1.504, -1.060, 2.319], [-0.766, -0.893, 1.360], [0.478, -0.614, 1.610], [1.072, 0.202, 0.607], [0.175, -0.061, -0.633], [-1.102, -0.621, -0.104], [2.070, -0.208, 0.452], [1.039, 1.264, 0.851], [0.799, -0.752, -1.200], [0.157, 0.894, -1.158], [-1.519, -1.350, -0.799], [-1.982, -0.018, 0.124], [-3.462, -1.052, 4.082], [-4.160, -2.081, 4.689], [-5.174, -1.595, 5.387], [-5.285, -0.217, 5.223], [-4.041, 0.087, 4.619], [-2.577, -1.112, 3.599], [-3.714, -3.062, 4.625], [-5.848, -2.185, 5.991], [-5.927, 0.486, 5.734], [-3.506, 1.013, 4.465], [4.711, -2.528, -4.444], [3.325, -2.334, -4.378], [3.039, -1.955, -3.056], [4.272, -1.901, -2.410], [5.284, -2.431, -3.219], [5.184, -2.788, -5.297], [2.675, -2.411, -5.238], [2.066, -1.645, -2.704], [4.298, -1.460, -1.425], [6.357, -2.500, -3.117], [3.939, 0.204, 2.967], [5.060, -0.532, 2.910], [5.990, 0.106, 2.131], [5.410, 1.302, 1.617], [4.151, 1.297, 2.189], [3.075, 0.022, 3.457], [5.240, -1.496, 3.364], [6.905, -0.374, 1.818], [5.799, 2.011, 0.900], [3.351, 1.977, 1.935], [0.060, 4.379, 0.361], [-1.190, 3.568, 0.541], [-1.203, 2.709, 1.437], [-2.332, 3.438, -0.514], [0.052, 4.818, -0.636], [0.849, 3.628, 0.322], [0.197, 5.117, 1.152], [-2.408, 4.284, -1.197], [-3.163, 3.462, 0.191], [-2.341, 2.457, -0.989], [-3.238, 0.461, -4.475], [-3.055, -1.060, -4.543], [-2.696, -1.643, -5.569], [-3.650, -1.835, -3.372], [-4.308, 0.669, -4.465], [-2.794, 0.941, -5.348], [-2.762, 0.804, -3.557], [-3.549, -2.919, -3.431], [-4.644, -1.394, -3.309], [-3.182, -1.511, -2.442]], "nbo_charge": [-0.623, 0.833, -0.476, -0.065, -0.429, -0.559, 0.204, 0.188, 0.220, 0.218, 0.253, 0.263, -0.521, -0.089, -0.311, -0.330, -0.053, 0.449, 0.200, 0.211, 0.218, 0.198, -0.496, -0.086, -0.306, -0.305, -0.080, 0.411, 0.215, 0.209, 0.219, 0.216, -0.508, -0.080, -0.306, -0.311, -0.079, 0.427, 0.215, 0.218, 0.227, 0.198, -0.716, 0.596, -0.571, -0.723, 0.217, 0.238, 0.253, 0.218, 0.251, 0.237, -0.718, 0.590, -0.541, -0.714, 0.234, 0.239, 0.216, 0.245, 0.234, 0.213]}

=====

{"formula": "C6H9N", "method": "ωB97M-V/def2-TZVPD", "e_above_lowest_kcal_mol": 106.7, "total_charge": 0, "homo_lumo_gap_ev": 7.8, "lumo_ha": 0.0243, "elements": ["C", "C", "C", "C", "C", "C", "N", "H", "H", "H", "H", "H", "H", "H", "H", "H"], "xyz": [[-0.134, -1.004, -2.249], [-0.199, -0.696, -0.782], [0.351, -1.402, 0.274], [0.932, 1.018, 1.411], [-0.085, -0.605, 1.380], [-0.763, 0.602, 0.955], [-0.906, 0.452, -0.397], [0.391, -1.951, -2.377], [0.413, -0.236, -2.811], [-1.131, -1.093, -2.698], [0.710, 1.925, 1.966], [1.371, 1.187, 0.433], [1.671, 0.468, 2.003], [-0.031, -0.854, 2.436], [-1.437, 1.269, 1.493], [-1.257, 1.170, -1.006]], "nbo_charge": [-0.658, 0.137, -0.420, -0.560, -0.140, -0.031, -0.568, 0.248, 0.211, 0.212, 0.218, 0.238, 0.253, 0.221, 0.234, 0.406]}

=====

{"formula": "C2H7N2O", "method": "ωB97M-V/def2-TZVPD", "e_above_lowest_kcal_mol": 185.8, "total_charge": 1, "homo_lumo_gap_ev": [8.1, 8.2], "lumo_ha": [-0.2625, -0.2660], "elements": ["C", "C", "N", "N", "O", "H", "H", "H", "H", "H", "H", "H"], "xyz": [[1.856, -0.535, 0.081], [-1.946, 0.458, 0.085], [1.233, 0.661, 0.190], [-0.816, -0.204, -0.215], [-0.588, -1.357, -0.098], [0.984, -1.194, -0.366], [2.877, -0.323, -0.464], [2.082, -0.962, 1.011], [-1.734, 1.469, 0.518], [-2.746, 0.036, 0.739], [-2.491, 0.515, -1.016], [1.289, 1.436, -0.466]], "nbo_charge": [-0.497, -0.539, -0.257, 0.293, -0.136, 0.338, 0.260, 0.250, 0.291, 0.279, 0.331, 0.387]}